# 1
{"formula": "C34H40CuFGeN2O3SeTe", "method": "wB97M-V/def2-TZVPD", "symbols": ["Cu", "C", "C", "C", "C", "C", "C", "C", "F", "C", "C", "C", "O", "C", "C", "N", "C", "C", "O", "O", "H", "H", "H", "H", "H", "H", "H", "H", "H", "H", "H", "C", "C", "C", "N", "H", "H", "H", "H", "H", "C", "Ge", "C", "C", "C", "Se", "C", "H", "H", "H", "H", "H", "H", "H", "H", "H", "H", "H", "H", "H", "H", "Te", "C", "C", "C", "C", "C", "C", "C", "C", "C", "C", "C", "C", "H", "H", "H", "H", "H", "H", "H", "H", "H", "H"], "xyz": [[0.8262, -0.8794, -0.0976], [-1.9330, -3.6744, 6.3487], [-2.8024, -2.6635, 5.6110], [-3.4776, -1.6543, 6.5294], [-2.4425, -0.7703, 7.2112], [-1.5091, -0.1667, 6.1959], [-0.8226, 0.9952, 6.4655], [0.0291, 1.5409, 5.5098], [0.6857, 2.6790, 5.8216], [0.2053, 0.9741, 4.2825], [-0.4894, -0.2032, 3.9767], [-0.3227, -0.7904, 2.6375], [0.4098, -0.1746, 1.8256], [-1.0365, -2.0014, 2.3918], [-1.8236, -2.4934, 3.3969], [-2.0007, -1.9430, 4.6069], [-1.3323, -0.7758, 4.9344], [-1.0384, -2.8562, 1.1104], [-1.7523, -3.8591, 1.1434], [-0.3100, -2.4870, 0.1475], [-2.5232, -4.2060, 7.0961], [-1.0961, -3.1867, 6.8496], [-1.5248, -4.4041, 5.6497], [-3.5696, -3.1964, 5.0477], [-4.0767, -2.1899, 7.2668], [-4.1574, -1.0372, 5.9374], [-1.8692, -1.3556, 7.9359], [-2.9304, 0.0256, 7.7749], [-0.9419, 1.4968, 7.4176], [0.8553, 1.4110, 3.5392], [-2.3586, -3.4140, 3.1934], [-1.1723, -0.7214, -4.7454], [-0.1122, 0.3084, -4.3479], [0.3440, 0.1011, -2.9777], [0.6958, -0.0552, -1.8982], [-1.5023, -0.5300, -5.7650], [-2.0337, -0.6646, -4.0824], [-0.7705, -1.7314, -4.6919], [-0.5058, 1.3245, -4.4154], [0.7588, 0.2523, -5.0027], [6.8097, -2.2484, -0.9824], [6.0823, -0.4710, -1.3340], [6.7444, 0.7655, 0.0274], [6.5956, 0.1458, -3.1213], [4.1207, -0.5863, -1.2959], [3.3663, -1.0139, 0.4517], [3.3317, 0.7897, 1.1801], [7.8980, -2.2083, -0.9269], [6.5314, -2.9506, -1.7687], [6.4294, -2.6252, -0.0326], [7.8288, 0.8516, -0.0519], [6.5064, 0.3901, 1.0232], [6.3118, 1.7600, -0.0845], [7.6794, 0.1923, -3.2290], [6.1902, 1.1397, -3.3143], [6.2072, -0.5359, -3.8790], [3.7998, -1.3906, -1.9604], [3.6373, 0.3291, -1.6418], [4.3353, 1.1537, 1.3815], [2.7554, 0.7304, 2.0986], [2.8145, 1.4477, 0.4852], [-1.7119, 1.8078, 0.7212], [-2.9185, 3.4329, 0.0909], [-3.0783, 3.7141, -1.2624], [-3.8512, 4.7919, -1.6713], [-4.4794, 5.5929, -0.7290], [-4.3321, 5.3144, 0.6213], [-3.5553, 4.2388, 1.0296], [0.0646, 2.9509, 0.6970], [0.7537, 3.1384, -0.4967], [1.9166, 3.8969, -0.5243], [2.4071, 4.4607, 0.6444], [1.7231, 4.2790, 1.8373], [0.5521, 3.5325, 1.8627], [-2.5940, 3.0869, -2.0009], [-3.9662, 5.0036, -2.7270], [-5.0852, 6.4318, -1.0470], [-4.8213, 5.9365, 1.3603], [-3.4383, 4.0272, 2.0852], [0.3809, 2.6865, -1.4055], [2.4434, 4.0425, -1.4598], [3.3195, 5.0433, 0.6249], [2.0970, 4.7210, 2.7522], [0.0120, 3.4109, 2.7931]], "multiplicity": 1, "de_lowest_kj_mol": 34.0, "homo_lumo_gap_ev": 7.5}

=====

# 2
{"formula": "C34H40N4O2P2Zn", "method": "wB97M-V/def2-TZVPD", "symbols": ["Zn", "C", "C", "C", "C", "C", "C", "C", "C", "C", "H", "H", "H", "H", "H", "H", "H", "H", "H", "H", "H", "H", "H", "H", "H", "P", "P", "N", "N", "N", "N", "C", "C", "C", "C", "C", "C", "C", "C", "C", "C", "C", "C", "C", "C", "C", "C", "C", "C", "H", "H", "H", "H", "H", "H", "H", "H", "H", "H", "H", "H", "H", "H", "H", "H", "H", "H", "H", "H", "O", "C", "O", "C", "C", "C", "C", "C", "C", "H", "H", "H", "H", "H"], "xyz": [[3.6902, 1.1603, 1.9665], [3.0788, -1.2068, -3.6610], [2.3366, -0.2371, -3.1239], [0.9459, -0.2548, -2.5334], [1.0271, -0.7367, -1.0630], [1.2014, -2.2490, -0.9590], [1.1947, -3.2101, -1.9011], [1.3424, -3.0696, -3.4036], [2.7439, -2.6361, -3.9127], [3.6269, -0.7593, 2.4025], [4.1256, -0.9870, -3.9285], [2.9010, 0.6145, -2.6783], [0.1494, -0.8014, -3.0638], [0.6403, 0.8103, -2.5066], [1.8168, -0.1450, -0.5519], [0.0978, -0.4528, -0.5168], [1.1472, -2.6040, 0.0835], [1.0257, -4.2684, -1.6013], [0.6399, -2.2964, -3.7350], [1.0985, -4.0110, -3.9433], [3.5673, -3.2422, -3.4872], [2.8057, -2.8155, -5.0054], [4.5339, -1.2700, 2.0454], [2.7261, -1.1728, 1.9286], [3.5731, -0.9237, 3.4753], [-2.5330, -0.4640, 2.3939], [-2.4034, 2.4586, 0.5036], [-3.0468, -2.0570, 1.9256], [-3.4057, -0.5166, 4.0186], [-3.0187, 1.8166, -1.0334], [-3.0307, 4.1184, 0.2475], [-3.9435, 0.3122, 1.4716], [-3.8652, 1.8462, 1.4951], [-2.1663, -3.1386, 1.8183], [-2.9109, -4.2908, 1.6053], [-4.3015, -3.9143, 1.5861], [-4.3520, -2.5433, 1.7810], [-2.6958, -0.3350, 5.2085], [-3.6011, -0.1930, 6.2596], [-4.9166, -0.3172, 5.7072], [-4.7612, -0.5384, 4.3416], [-2.2809, 0.9751, -1.8812], [-3.1203, 0.4845, -2.8825], [-4.4290, 1.0216, -2.6406], [-4.3468, 1.7859, -1.4838], [-4.0297, 4.7240, -0.5243], [-4.0705, 6.0860, -0.2351], [-3.0764, 6.3288, 0.7740], [-2.4769, 5.1186, 1.0681], [-4.9071, 0.0341, 1.9185], [-3.9267, -0.0774, 0.4376], [-4.7998, 2.2734, 1.0913], [-3.7338, 2.2351, 2.5224], [-1.0986, -2.9705, 1.9078], [-2.5075, -5.2927, 1.5354], [-5.1716, -4.5501, 1.5298], [-5.2153, -1.8818, 1.7933], [-1.6147, -0.3398, 5.1821], [-3.3398, -0.0123, 7.2915], [-5.8660, -0.2530, 6.2248], [-5.5205, -0.7124, 3.5891], [-1.2317, 0.8091, -1.6856], [-2.8428, -0.1777, -3.6945], [-5.3295, 0.8979, -3.2333], [-5.1455, 2.2736, -0.9499], [-4.6495, 4.1575, -1.2028], [-4.7127, 6.8186, -0.7038], [-2.8169, 7.2821, 1.2152], [-1.7243, 4.8426, 1.7954], [5.3902, 1.6066, 0.5844], [5.5642, 0.5400, -0.1419], [4.7131, -0.3692, -0.3127], [6.9084, 0.3459, -0.8392], [6.9200, -0.5097, -1.9461], [8.0787, -0.6992, -2.7053], [9.2809, -0.0830, -2.3225], [9.2904, 0.7262, -1.1740], [8.1252, 0.9225, -0.4184], [6.0112, -1.0385, -2.2081], [8.0404, -1.3168, -3.6019], [10.1873, -0.2273, -2.9173], [10.2323, 1.2090, -0.8910], [8.1592, 1.5335, 0.4790]], "multiplicity": 1, "de_lowest_kj_mol": 0.0, "homo_lumo_gap_ev": 6.6}

=====

# 3
{"formula": "C34H41BClFN14O2S", "method": "wB97M-V/def2-TZVPD", "symbols": ["C", "O", "B", "O", "C", "C", "Cl", "C", "C", "C", "C", "C", "C", "N", "C", "N", "S", "N", "C", "C", "F", "H", "H", "H", "H", "H", "H", "H", "H", "C", "C", "N", "H", "H", "H", "C", "C", "N", "H", "H", "H", "C", "C", "N", "H", "H", "H", "C", "C", "N", "H", "H", "H", "C", "C", "N", "H", "H", "H", "C", "C", "N", "H", "H", "H", "C", "C", "N", "H", "H", "H", "C", "C", "N", "H", "H", "H", "C", "C", "N", "H", "H", "H", "C", "C", "N", "H", "H", "H", "C", "C", "N", "H", "H", "H"], "xyz": [[-1.4805, -0.2930, 4.2856], [-1.8755, 0.4902, 3.1295], [-0.8096, 0.6978, 2.2080], [-0.5662, 1.9944, 1.6442], [0.0671, -0.6387, 1.8062], [1.3844, -0.8450, 2.6265], [1.9423, 0.3305, 3.9004], [2.2350, -2.0664, 2.3592], [3.5562, -2.2044, 3.2736], [4.6732, -1.2076, 2.9633], [5.9561, -1.2941, 3.8884], [5.9373, -2.3867, 4.9798], [4.6787, -3.2491, 5.0723], [3.5229, -3.1964, 4.2671], [1.8080, -3.1268, 1.2773], [2.4899, -4.3490, 0.9533], [1.5232, -5.0393, -0.2617], [0.2742, -3.9064, -0.4353], [0.4686, -2.8447, 0.4780], [-0.4215, -1.5902, 0.7373], [-1.6074, -1.4137, 0.0055], [-2.3803, -0.2849, 5.0009], [-0.6250, 0.1728, 4.8890], [-1.2985, -1.4005, 4.0560], [-0.0278, 2.4556, 2.3337], [4.6451, -0.4035, 2.1684], [6.8580, -0.6101, 3.7806], [6.7893, -2.5770, 5.6958], [4.6740, -4.0349, 5.9055], [-1.7528, 2.4731, -1.4013], [-1.8488, 3.4430, -2.5394], [-1.9099, 4.2172, -3.4401], [-1.9581, 2.9832, -0.4591], [-2.4794, 1.6704, -1.5379], [-0.7502, 2.0434, -1.3612], [-2.1455, -1.1306, -2.8717], [-3.0553, -0.2930, -3.7100], [-3.7644, 0.3600, -4.3634], [-2.6081, -1.3268, -1.9061], [-1.9494, -2.0801, -3.3715], [-1.2003, -0.6092, -2.7146], [-1.8638, -4.9204, 4.0811], [-1.9403, -3.9646, 5.2262], [-2.0000, -3.2189, 6.1198], [-1.7127, -5.9338, 4.4523], [-2.7901, -4.8887, 3.5074], [-1.0315, -4.6524, 3.4276], [-4.0492, 3.6570, 2.4214], [-2.7568, 3.9679, 3.1008], [-1.7441, 4.2220, 3.6440], [-4.8070, 4.3842, 2.7154], [-3.9182, 3.6969, 1.3392], [-4.3846, 2.6581, 2.7034], [-5.0296, -6.0271, 6.2758], [-4.4444, -6.7142, 5.0853], [-3.9932, -7.2633, 4.1503], [-4.6837, -6.5108, 7.1900], [-4.7218, -4.9802, 6.2883], [-6.1183, -6.0783, 6.2351], [-3.6457, 6.1697, -6.7785], [-2.7828, 5.6868, -5.6528], [-2.1113, 5.2706, -4.7372], [-4.6094, 6.5091, -6.3921], [-3.1563, 6.9996, -7.2914], [-3.8152, 5.3598, -7.4921], [9.8866, -0.2491, 2.3460], [9.0143, 0.1575, 3.4864], [8.3307, 0.4749, 4.3757], [9.4492, -1.1079, 1.8341], [9.9819, 0.5766, 1.6397], [10.8768, -0.5193, 2.7149], [5.5867, -5.1815, 1.8690], [6.8512, -4.8501, 2.5643], [7.8416, -4.5728, 3.1111], [4.8213, -4.4589, 2.1543], [5.7303, -5.1395, 0.7884], [5.2531, -6.1829, 2.1442], [7.3554, -3.5614, -1.4456], [7.2482, -2.6110, -0.2984], [7.1596, -1.8592, 0.5955], [7.5396, -4.5708, -1.0750], [6.4277, -3.5560, -2.0195], [8.1788, -3.2652, -2.0966], [-3.9129, 6.2008, -10.6447], [-5.1366, 6.7134, -9.9591], [-6.0897, 7.1127, -9.4235], [-3.6183, 5.2444, -10.2110], [-4.1139, 6.0632, -11.7078], [-3.0956, 6.9131, -10.5256], [-9.1257, 8.1685, -9.2559], [-9.9473, 8.5911, -8.0819], [-10.5877, 8.9205, -7.1665], [-9.5704, 7.2886, -9.7226], [-9.0824, 8.9759, -9.9883], [-8.1121, 7.9262, -8.9333]], "multiplicity": 1, "homo_lumo_gap_ev": 4.5}

=====

# 4
{"formula": "C34H41BF4NO7PS", "method": "wB97M-V/def2-TZVPD", "symbols": ["C", "C", "C", "P", "O", "O", "S", "O", "O", "C", "C", "C", "C", "O", "O", "C", "B", "O", "N", "C", "C", "H", "H", "H", "H", "H", "H", "H", "H", "H", "H", "H", "H", "H", "H", "H", "H", "H", "H", "H", "H", "H", "F", "C", "C", "C", "C", "C", "C", "H", "H", "H", "H", "H", "F", "C", "C", "C", "C", "C", "C", "H", "H", "H", "H", "H", "F", "C", "C", "C", "C", "C", "C", "H", "H", "H", "H", "H", "F", "C", "C", "C", "C", "C", "C", "H", "H", "H", "H", "H"], "xyz": [[2.2562, 0.1703, 1.0780], [1.5433, 1.5647, 1.0380], [0.0043, 1.4231, 1.2587], [-0.2006, 0.8155, 3.0152], [-1.5014, 0.1706, 3.2689], [-0.4761, 0.4204, 0.3325], [-0.4238, 0.8844, -1.1994], [0.8380, 0.5924, -1.7944], [-1.4511, 0.1845, -1.8846], [-0.7457, 2.6471, -1.4035], [-0.3816, 3.5289, -0.1563], [-0.9930, 4.9315, -0.2378], [-0.2408, 5.8040, 0.7358], [-0.6101, 6.0132, 1.8190], [0.9560, 6.3425, 0.3283], [-0.7651, 2.7570, 1.1086], [-2.3670, 2.5905, 1.3006], [-3.0200, 3.4990, 2.0987], [-3.1663, 1.5540, 0.6670], [-3.8982, 2.0990, -0.5272], [-4.2009, 1.0247, 1.5784], [2.5187, -0.0654, 0.0447], [3.1700, 0.2443, 1.6576], [1.5919, -0.6228, 1.4146], [1.9309, 2.1943, 1.8516], [1.8007, 2.0094, 0.0776], [0.0661, 1.9429, 3.8428], [0.8241, -0.1137, 3.3220], [-0.0574, 2.9695, -2.1893], [-1.7440, 2.8549, -1.7840], [0.7033, 3.6583, -0.2230], [-2.0734, 4.9707, -0.0974], [-0.7824, 5.3417, -1.2351], [1.6830, 5.8944, 0.7877], [-0.4427, 3.3712, 1.9686], [-2.3940, 3.9795, 2.6610], [-4.9684, 1.9324, -0.4010], [-3.6160, 1.4833, -1.3905], [-3.7052, 3.1637, -0.6998], [-3.7966, 0.6853, 2.5346], [-4.9841, 1.7637, 1.8011], [-4.6635, 0.1518, 1.1053], [4.1294, 5.7083, 0.9377], [4.7797, 6.8366, 1.3083], [6.0201, 6.7304, 1.9026], [6.6876, 7.8871, 2.2781], [6.1030, 9.1282, 2.0638], [4.8519, 9.2146, 1.4687], [4.1854, 8.0612, 1.0823], [6.4551, 5.7531, 2.0678], [7.6643, 7.8198, 2.7386], [6.6242, 10.0289, 2.3615], [4.3938, 10.1810, 1.3050], [3.2125, 8.1086, 0.6087], [4.1765, -1.6781, 2.3482], [3.9790, -2.2323, 3.5599], [4.0089, -3.6065, 3.6856], [3.8085, -4.1734, 4.9357], [3.5717, -3.3626, 6.0381], [3.5404, -1.9828, 5.8926], [3.7505, -1.4104, 4.6460], [4.1869, -4.2215, 2.8131], [3.8363, -5.2489, 5.0499], [3.4115, -3.8080, 7.0114], [3.3522, -1.3507, 6.7506], [3.7387, -0.3357, 4.5136], [-3.6809, -6.2125, -3.3301], [-3.0250, -5.1051, -2.9063], [-1.8014, -5.2462, -2.2856], [-1.1294, -4.1094, -1.8571], [-1.6930, -2.8539, -2.0457], [-2.9266, -2.7338, -2.6678], [-3.5983, -3.8664, -3.1076], [-1.3828, -6.2343, -2.1414], [-0.1650, -4.2036, -1.3750], [-1.1728, -1.9690, -1.7088], [-3.3662, -1.7553, -2.8104], [-4.5582, -3.7925, -3.6028], [-3.3131, -8.1590, -8.6917], [-3.4977, -8.6959, -7.4694], [-3.5286, -10.0699, -7.3364], [-3.7141, -10.6213, -6.0768], [-3.8755, -9.7944, -4.9727], [-3.8465, -8.4134, -5.1246], [-3.6510, -7.8593, -6.3815], [-3.4086, -10.6965, -8.2108], [-3.7331, -11.6970, -5.9571], [-4.0240, -10.2274, -3.9915], [-3.9761, -7.7714, -4.2695], [-3.6167, -6.7860, -6.5204]], "multiplicity": 1, "homo_lumo_gap_ev": 8.9}